Record 1
The following is a quantum chemistry calculation of a structure of composition C14H32N2O10Sr, from the OMol25 dataset.

Properties
HOMO level, eV: -8.7
2S+1: 1

Each line ends with the Mulliken charge.
Geometry (Å):
Sr: 0.1356 -0.0432 0.4219  1.556
O: -2.3898 -1.7384 -2.9200  -0.601
C: -1.7475 -1.1752 -1.9166  0.427
O: -0.7966 -0.4790 -2.2313  -0.694
O: -1.9691 -1.3220 -0.7122  -0.590
H: -1.9168 -1.3523 -3.6608  0.327
O: 2.6854 1.6627 3.3209  -0.540
C: 1.8017 1.0100 2.6238  0.703
O: 0.8177 1.6313 2.1906  -0.727
O: 1.9749 -0.1505 2.3101  -0.619
H: 2.3820 2.5279 3.0364  0.319
C: -2.8787 1.5044 1.2138  -0.955
O: -1.7176 1.5281 0.3579  0.013
C: -1.8293 2.4104 -0.7566  -0.682
C: -0.4624 2.9935 -0.9471  -0.856
N: 0.4803 1.8851 -1.2612  0.650
C: 1.8747 2.1948 -1.5012  -0.754
C: 2.0841 2.8956 -2.8393  -0.775
O: 1.6916 1.9915 -3.8401  -0.233
C: 2.1559 2.3548 -5.1398  -0.918
H: -3.6904 2.2010 1.0038  0.407
H: -2.7126 1.5553 2.2899  0.252
H: -3.1637 0.4524 1.2239  0.200
H: -2.4762 3.2325 -0.4504  0.537
H: -2.2362 2.0358 -1.6958  0.226
H: -0.1600 3.5775 -0.0778  0.301
H: -0.5802 3.6960 -1.7721  0.377
H: 0.2226 1.2858 -2.0323  0.206
H: 2.5622 1.3533 -1.4161  0.016
H: 2.3933 2.8472 -0.7987  0.472
H: 3.0748 3.3268 -2.9831  0.536
H: 1.3096 3.6542 -2.9527  0.254
H: 3.2364 2.4961 -5.1632  0.349
H: 1.8010 3.3063 -5.5357  0.327
H: 2.0585 1.4750 -5.7760  0.281
C: -3.4268 -1.9424 3.2539  -0.872
O: -2.3140 -0.9008 3.1702  -0.218
C: -1.0795 -1.3601 3.7159  -0.604
C: -0.4951 -2.5485 2.9036  -0.922
N: -0.4415 -2.2747 1.4268  0.539
C: 0.1955 -3.3904 0.8321  -0.947
C: 0.9033 -3.0070 -0.4857  -0.809
O: 1.6559 -1.7600 -0.4686  -0.008
C: 3.0827 -1.9132 -0.4833  -0.953
H: -4.3834 -1.4248 3.1827  0.254
H: -3.4476 -2.4788 4.2026  0.382
H: -3.3497 -2.6918 2.4662  0.318
H: -1.2326 -1.6137 4.7648  0.411
H: -0.4231 -0.4988 3.8403  0.143
H: -1.0118 -3.4503 3.2320  0.359
H: 0.5332 -2.7525 3.2020  0.531
H: -1.4034 -2.1554 1.1430  0.109
H: -0.6151 -4.1090 0.7105  0.428
H: 0.9994 -3.9193 1.3440  0.468
H: 0.2812 -2.8431 -1.3656  0.168
H: 1.5358 -3.8679 -0.7021  0.564
H: 3.4876 -2.4607 0.3678  0.300
H: 3.6025 -0.9553 -0.5022  0.208
H: 3.3312 -2.5062 -1.3635  0.363

Cartesian forces (eV/Å) of the 2 atoms listed first:
Sr 0.030 0.296 0.127
O -1.709 -1.116 -0.401



Record 2
The following is a quantum chemistry calculation of a cluster of 2 separate species, C2H3N4O7 in total, from the OMol25 dataset.

Properties
HOMO level, eV: -5.1
2S+1: 1
Charge: -1

Each line ends with the Mulliken charge.
Geometry (Å):
C: -1.9516 -0.3756 -0.9918  -0.105
C: 1.9539 0.2698 0.2995  0.152
N: -2.7935 0.3361 -0.3096  -0.657
N: 3.2419 0.7220 -0.0941  0.922
N: 0.8429 0.2358 -0.4715  0.750
N: -3.3975 -0.3629 0.6839  1.117
O: 3.5098 1.1270 -1.2177  -0.593
O: 0.7829 0.6741 -1.6307  -0.631
O: -4.3826 0.0984 1.1695  -0.638
O: 4.1148 0.7152 0.8234  -0.761
O: -0.3030 -0.2591 0.0689  -0.544
O: -2.9670 -1.4735 1.1044  -0.605
O: 1.9079 -0.2605 1.5182  -0.488
H: -1.6911 0.1293 -1.9055  0.344
H: -1.7528 -1.5320 -0.9521  0.300
H: 2.8848 -0.0442 1.9051  0.436

Cartesian forces (eV/Å) of the 2 atoms listed first:
C 0.822 -1.903 -0.481
C 0.125 -0.154 -0.391



Record 3
The following is a quantum chemistry calculation of a structure of composition C21H39F3N2O6PSZr, from the OMol25 dataset.

Properties
HOMO level, eV: -18.3
2S+1: 1
Charge: +3

Each line ends with the Mulliken charge.
Geometry (Å):
Zr: 1.8643 -1.3365 -0.5760  0.648
C: 1.5913 -3.9079 3.2802  -0.546
O: 1.4415 -4.5080 1.9282  -0.429
C: 1.2068 -3.8176 0.8960  0.802
O: 1.0895 -2.5306 0.8651  -0.140
N: 1.0364 -4.4652 -0.2534  -0.331
N: 0.9588 -3.6749 -1.4191  -0.264
H: 0.6091 -3.9396 3.7389  0.328
H: 1.9757 -2.8990 3.1820  0.268
H: 2.2929 -4.5640 3.7790  0.275
H: 1.1217 -5.4745 -0.3069  0.265
H: 0.0517 -3.8363 -1.8530  0.329
H: 1.6743 -4.0063 -2.0674  0.388
O: 1.2436 0.2882 0.3242  -0.865
P: -0.3301 0.6232 0.0723  0.279
C: -0.4360 -0.2744 -1.5253  -0.506
C: -1.8096 -0.2639 -2.2471  -0.615
C: -1.6603 -0.5559 -3.7456  -0.985
C: -0.5489 -1.5683 -3.9932  -0.785
C: 0.8272 -1.0063 -3.5796  -0.335
C: 0.6872 0.1098 -2.5303  -2.456
C: -0.6111 2.3727 0.0106  1.419
C: 0.1058 3.0414 1.2359  -0.669
C: 0.3229 4.5455 0.9848  -0.909
C: -0.7867 5.1191 0.1175  -0.597
C: -0.7198 4.5250 -1.2937  -1.008
C: -0.1970 3.0736 -1.2997  -0.900
C: -1.3292 -0.2211 1.2790  0.598
C: -2.8289 0.2056 1.1455  -1.149
C: -3.2449 1.1442 2.2752  -0.502
C: -3.0817 0.4675 3.6462  -0.917
C: -1.9040 -0.5228 3.6772  -0.932
C: -0.7968 -0.0755 2.7249  -0.503
H: -0.2759 -1.3561 -1.2404  0.478
H: -2.2617 0.7182 -2.0887  0.353
H: -2.4691 -0.9923 -1.7727  0.437
H: -1.4469 0.3668 -4.2907  0.425
H: -2.6095 -0.9192 -4.1352  0.566
H: -0.5132 -1.8674 -5.0387  0.546
H: -0.7791 -2.4829 -3.4333  0.059
H: 1.3764 -0.6059 -4.4313  0.566
H: 1.4636 -1.8319 -3.2242  0.207
H: 0.3886 1.0367 -3.0128  0.892
H: 1.6480 0.4143 -2.0754  1.161
H: -1.6990 2.4544 0.1227  0.758
H: 1.0688 2.5615 1.4258  0.114
H: -0.5040 2.8984 2.1262  0.331
H: 1.2931 4.7093 0.5094  0.376
H: 0.3675 5.0455 1.9515  0.461
H: -0.7123 6.2038 0.0657  0.450
H: -1.7570 4.9094 0.5803  0.317
H: -0.0603 5.1245 -1.9215  0.468
H: -1.7040 4.5525 -1.7627  0.336
H: 0.8936 3.0571 -1.3851  0.456
H: -0.6062 2.5623 -2.1715  0.069
H: -1.2502 -1.2793 0.9992  0.490
H: -3.4319 -0.7034 1.1832  0.621
H: -3.0434 0.6497 0.1689  0.383
H: -4.2807 1.4450 2.1229  0.667
H: -2.6615 2.0678 2.2279  -0.033
H: -4.0007 -0.0550 3.9102  0.337
H: -2.9355 1.2299 4.4116  0.369
H: -2.2394 -1.5245 3.3880  0.325
H: -1.5102 -0.6119 4.6889  0.512
H: 0.1149 -0.6607 2.8502  0.256
H: -0.5312 0.9608 2.9416  0.228
F: 4.0556 0.4926 -0.0788  -0.124
C: 4.5359 -0.6423 0.4055  0.912
F: 3.5467 -1.0676 1.2785  -0.075
F: 5.6718 -0.5421 0.9710  -0.134
S: 4.4411 -1.9439 -0.9904  0.859
O: 3.4939 -1.1554 -1.8946  -0.616
O: 5.6682 -2.4028 -1.4774  -0.460
O: 3.4395 -2.8830 -0.3763  -0.599

Cartesian forces (eV/Å) of the 2 atoms listed first:
Zr -1.559 -0.595 -0.714
C -0.070 -0.070 -0.287



Record 4
The following is a quantum chemistry calculation of a cluster of 2 separate species, C4H11S in total, from the OMol25 dataset.

Properties
HOMO level, eV: -2.6
2S+1: 1
Charge: -1

Each line ends with the Mulliken charge.
Geometry (Å):
C: 1.1795 0.0893 -1.4572  -1.245
C: 1.2305 -0.7600 -0.1865  0.787
C: 1.3373 0.1085 1.0607  -1.133
C: 0.0181 -1.6798 -0.1284  -1.164
H: 1.0824 -0.5607 -2.3350  0.364
H: 0.3190 0.7593 -1.4344  0.204
H: 2.0974 0.6688 -1.5989  0.358
H: 2.1208 -1.3952 -0.2768  0.116
H: 1.3552 -0.5303 1.9502  0.330
H: 0.4645 0.7692 1.1651  0.133
H: 2.2561 0.7015 1.0644  0.354
H: -0.0674 -2.3208 -1.0133  0.349
H: 0.0363 -2.3500 0.7380  0.334
H: -0.9128 -1.1033 -0.0733  0.093
S: -1.9255 1.1067 0.3687  -0.818
H: -2.4295 2.3390 0.1798  -0.061

Cartesian forces (eV/Å) of the 2 atoms listed first:
C 0.026 -0.131 -0.216
C 0.041 0.006 -0.388



Record 5
The following is a quantum chemistry calculation of a cluster of 4 separate species, C3H14O4 in total, from the OMol25 dataset.

Properties
HOMO level, eV: -10.2
2S+1: 1

Each line ends with the Mulliken charge.
Geometry (Å):
C: -1.0386 -1.0708 -0.3284  -1.087
C: -1.9744 -0.9386 0.9214  0.524
C: -1.3980 -0.3956 2.2446  -1.520
O: -3.1904 -0.2169 0.5100  -0.521
H: -1.5999 -0.6722 -1.1623  0.309
H: -0.1251 -0.5257 -0.1399  0.307
H: -0.8294 -2.1084 -0.6322  0.289
H: -2.2434 -1.9682 1.2075  0.195
H: -0.6270 -1.0846 2.5452  0.386
H: -1.0599 0.6384 2.1270  0.398
H: -2.2072 -0.3669 2.9733  0.398
H: -2.8858 0.6004 0.9240  0.322
O: 3.8160 -3.1869 0.3305  -0.637
H: 3.2242 -2.7395 0.9410  0.315
H: 4.6368 -2.6862 0.3665  0.323
O: 1.9133 6.3004 -0.0318  -0.637
H: 1.3950 5.5789 0.3386  0.317
H: 1.3719 6.5461 -0.7879  0.319
O: 0.9214 -0.2831 -3.7976  -0.621
H: 0.8320 -1.2453 -3.8003  0.314
H: 1.0684 -0.1754 -4.7491  0.307

Cartesian forces (eV/Å) of the 2 atoms listed first:
C -0.628 -0.126 0.885
C -0.379 -1.790 -0.618



Record 6
The following is a quantum chemistry calculation of a cluster of 2 separate species, C3H7PS2 in total, from the OMol25 dataset.

Properties
HOMO level (spin up / spin down), eV: -7.4 / -7.2
2S+1: 1

Each line ends with the Mulliken charge.
Geometry (Å):
C: 2.5471 -2.1523 -0.8846  -0.447
C: 1.7634 -0.9985 -0.5096  -0.413
C: -2.0770 0.8551 0.7851  -0.686
P: -0.7545 -1.7866 0.3605  0.033
S: 3.0179 -1.3035 0.6334  -0.107
S: -1.9218 -0.3175 -0.5600  -0.126
H: 2.2940 -3.2334 -0.8053  0.249
H: 3.2641 -2.0981 -1.7065  0.242
H: 1.3499 -0.1267 -0.8947  0.449
H: -1.5697 1.8540 0.5272  0.235
H: -1.6062 0.3376 1.6167  0.239
H: -3.1013 1.1454 1.1029  0.299
H: -0.6894 -2.4649 -0.8318  0.033

Cartesian forces (eV/Å) of the 2 atoms listed first:
C 0.903 -1.398 -1.198
C -1.738 -2.128 1.901



Relative energy (zero: lowest compared OMol25 entry of this formula, charge and spin) for the records above, in order: 94.9; 120.6; 132.9; 4.8; 143.6; 255.9 kJ/mol